Entry one
Here is one molecule with the formula C9H14N4O3 from OMol25. Energies are from ωB97M-V with the def2-TZVPD basis set.

Geometry as ORCA input:
```
! RIJCOSX wB97M-V def2-TZVPD def2/J DEFGRID3
* xyz 0 1
C 2.138 -2.637 -0.775
C 2.038 -1.653 0.391
N 1.028 -1.979 1.394
C 1.802 -0.245 -0.165
O 2.424 0.182 -1.136
N 0.873 0.479 0.480
C 0.296 1.703 -0.104
C -1.097 1.935 0.492
C -2.087 0.872 0.132
C -3.229 1.007 -0.610
N -3.795 -0.242 -0.644
C -2.998 -1.069 0.061
N -1.948 -0.451 0.538
C 1.209 2.918 0.103
O 0.834 3.924 0.641
O 2.442 2.787 -0.396
H 2.912 -2.293 -1.500
H 2.424 -3.617 -0.388
H 1.189 -2.706 -1.290
H 2.998 -1.607 0.916
H 0.106 -2.133 0.946
H 1.305 -2.794 1.935
H 0.385 0.007 1.231
H 0.200 1.549 -1.188
H -1.427 2.932 0.143
H -1.007 2.008 1.600
H -3.653 1.875 -1.093
H -4.675 -0.497 -1.101
H -3.231 -2.141 0.194
H 2.544 1.886 -0.805
*
```

Properties
Kohn-Sham gap: 9.7 eV
SMILES: C[C@H](N)C(=O)N[C@@H](Cc1c[nH]cn1)C(=O)O
lowest unoccupied orbital energy: 0.0179 Eh

Table of natural (NBO) atomic charges, one value per atom, all in e: -0.617, -0.135, -0.855, 0.690, -0.679, -0.610, -0.155, -0.435, 0.084, -0.100, -0.522, 0.177, -0.498, 0.784, -0.581, -0.684, 0.237, 0.208, 0.205, 0.215, 0.377, 0.373, 0.451, 0.225, 0.250, 0.233, 0.224, 0.424, 0.200, 0.511

---

Entry two
Here is one molecule with the formula C9H14N4O3 from OMol25. Energies are from ωB97M-V with the def2-TZVPD basis set.

Geometry as ORCA input:
```
! RIJCOSX wB97M-V def2-TZVPD def2/J DEFGRID3
* xyz 0 1
C 2.300 0.604 1.458
C 2.487 0.338 -0.106
N 1.336 0.138 -0.943
C 0.325 1.059 -1.082
O -0.005 1.308 -2.196
C -0.518 1.517 0.101
N -1.657 2.143 -0.488
C -0.968 0.434 1.150
C -1.925 -0.559 0.599
C -3.222 -0.844 0.813
N -3.642 -1.703 -0.167
C -2.574 -1.896 -1.039
N -1.565 -1.203 -0.557
C 3.307 -0.913 -0.215
O 3.974 -1.339 0.728
O 3.241 -1.631 -1.334
H 2.970 -0.083 1.908
H 2.592 1.661 1.678
H 1.324 0.382 1.772
H 3.073 1.139 -0.716
H 1.488 -0.274 -1.810
H 0.069 2.288 0.586
H -2.534 1.615 -0.417
H -1.474 2.105 -1.499
H -1.322 0.984 2.118
H -0.224 -0.229 1.430
H -3.804 -0.305 1.545
H -4.456 -2.241 -0.125
H -2.642 -2.328 -2.017
H 4.047 -2.168 -1.174
*
```

Properties
Kohn-Sham gap: 9.5 eV
SMILES: C[C@H](NC(=O)[C@@H](N)Cc1c[nH]cn1)C(=O)O
lowest unoccupied orbital energy: 0.0252 Eh

Table of natural (NBO) atomic charges, one value per atom, all in e: -0.621, -0.140, -0.632, 0.702, -0.594, -0.147, -0.849, -0.412, 0.073, -0.101, -0.524, 0.164, -0.471, 0.776, -0.615, -0.665, 0.259, 0.217, 0.215, 0.209, 0.407, 0.203, 0.358, 0.392, 0.226, 0.222, 0.221, 0.410, 0.210, 0.508

---

Which of them is the most stable, and which is the least stable? entry one and entry two, in that order.

---

Entry one
Here is a 8-piece molecular cluster, C24H64O8 overall from OMol25. Energies are from ωB97M-V with the def2-TZVPD basis set.

Geometry as ORCA input:
```
! RIJCOSX wB97M-V def2-TZVPD def2/J DEFGRID3
* xyz 0 1
C -1.093 0.539 0.409
C -0.076 0.079 -0.635
C 1.261 -0.313 -0.166
O -0.788 -1.074 -1.211
H -0.594 1.371 1.185
H -1.238 -0.104 1.262
H -2.028 0.833 0.181
H -0.095 0.683 -1.557
H 2.045 0.438 0.218
H 1.962 -0.600 -0.750
H 1.184 -1.048 0.635
H -0.285 -1.092 -2.122
C 4.086 4.918 -2.386
C 2.982 4.637 -1.418
C 2.911 3.077 -1.146
O 3.494 5.206 -0.174
H 4.421 6.001 -2.272
H 3.840 4.677 -3.308
H 4.906 4.418 -2.089
H 1.974 5.020 -1.691
H 2.577 2.676 -2.175
H 2.008 2.930 -0.580
H 3.742 2.691 -0.701
H 3.317 6.159 -0.146
C 4.632 0.978 -3.179
C 4.784 -0.357 -3.904
C 4.306 -1.590 -3.004
O 4.036 -0.493 -5.154
H 5.214 0.927 -2.221
H 3.576 1.218 -3.349
H 4.978 1.654 -3.887
H 5.788 -0.493 -4.094
H 4.985 -2.578 -3.113
H 3.273 -1.851 -2.690
H 4.727 -1.452 -2.020
H 4.194 -1.409 -5.379
C -0.646 -2.537 -4.631
C -0.614 -1.075 -4.742
C -1.882 -0.372 -4.353
O 0.447 -0.642 -3.841
H -1.571 -2.758 -5.220
H -0.745 -2.884 -3.472
H 0.279 -3.103 -5.044
H -0.489 -0.917 -5.881
H -2.627 -0.418 -4.954
H -1.721 0.645 -4.148
H -2.353 -0.339 -3.314
H 1.247 -0.249 -4.407
C 1.278 3.943 3.082
C 0.813 4.545 4.360
C 1.827 4.711 5.440
O 0.281 5.826 3.996
H 2.075 4.564 2.596
H 0.480 3.914 2.212
H 1.635 2.804 3.067
H 0.092 3.796 4.797
H 1.640 5.543 6.305
H 2.797 4.824 5.022
H 1.892 3.801 6.097
H -0.571 5.759 3.727
C -1.888 -0.846 4.440
C -3.466 -0.791 4.551
C -4.198 -2.075 4.341
O -3.841 -0.229 5.709
H -1.559 -1.624 3.741
H -1.339 -1.410 5.232
H -1.359 0.160 4.114
H -3.747 -0.022 3.614
H -5.198 -2.041 4.359
H -4.122 -2.783 5.261
H -3.847 -2.537 3.345
H -4.766 0.209 5.564
C -4.919 -0.832 0.610
C -6.150 -1.602 0.101
C -6.298 -3.026 0.709
O -7.261 -0.693 0.205
H -5.073 -0.326 1.553
H -4.843 0.311 0.074
H -4.005 -1.334 0.519
H -6.181 -1.766 -1.004
H -7.326 -3.164 0.608
H -6.306 -3.088 1.691
H -5.743 -3.656 -0.114
H -7.398 -0.209 -0.637
C 0.933 -3.840 1.812
C 1.062 -4.089 0.257
C 1.409 -5.522 -0.126
O -0.066 -3.662 -0.330
H 0.443 -2.979 2.226
H 1.830 -4.159 2.319
H 0.317 -4.550 2.118
H 1.884 -3.383 -0.055
H 1.619 -5.744 -1.112
H 0.699 -6.315 0.253
H 2.419 -5.693 0.329
H -0.284 -2.744 -0.341
*
```

Properties
Kohn-Sham gap: 9.7 eV
SMILES: CC(C)O.CC(C)O.CC(C)O.CC(C)O.CC(C)O.CC(C)O.CC(C)O.CC(C)O
lowest unoccupied orbital energy: 0.0163 Eh

Table of Löwdin atomic charges, one value per atom, all in e: -0.034, -0.429, -0.039, -0.129, 0.134, 0.050, 0.015, 0.133, 0.119, -0.013, 0.086, 0.090, -0.062, -0.420, -0.042, -0.088, 0.116, 0.028, 0.043, 0.145, 0.095, 0.053, 0.043, 0.089, -0.050, -0.432, -0.065, -0.066, 0.119, 0.069, 0.052, 0.097, 0.117, 0.070, 0.036, 0.073, -0.092, -0.504, -0.058, -0.124, 0.090, 0.134, 0.107, 0.167, 0.008, 0.066, 0.118, 0.161, -0.103, -0.537, -0.080, -0.017, 0.078, 0.099, 0.115, 0.141, 0.137, 0.051, 0.083, 0.027, -0.062, -0.583, -0.079, -0.061, 0.041, 0.078, 0.106, 0.164, 0.013, 0.121, 0.109, 0.162, -0.065, -0.468, -0.023, -0.092, 0.043, 0.137, 0.042, 0.131, 0.049, 0.010, 0.139, 0.099, -0.033, -0.524, -0.043, -0.032, 0.064, 0.075, 0.013, 0.130, 0.037, 0.103, 0.091, 0.035

---

Entry two
Here is a 8-piece molecular cluster, C24H64O8 overall from OMol25. Energies are from ωB97M-V with the def2-TZVPD basis set.

Geometry as ORCA input:
```
! RIJCOSX wB97M-V def2-TZVPD def2/J DEFGRID3
* xyz 0 1
C 3.238 -4.373 1.604
C 1.925 -4.833 2.258
C 2.071 -5.465 3.624
O 1.078 -3.687 2.533
H 3.869 -5.256 1.507
H 3.799 -3.749 2.300
H 3.085 -3.909 0.629
H 1.584 -5.544 1.506
H 2.972 -6.077 3.675
H 1.284 -6.177 3.871
H 2.099 -4.834 4.512
H 1.520 -2.919 2.161
C -0.185 -0.441 -3.689
C -1.047 -1.762 -3.760
C -2.184 -1.452 -4.766
O -0.246 -2.768 -4.316
H -0.840 0.333 -3.288
H 0.121 -0.060 -4.663
H 0.693 -0.557 -3.054
H -1.390 -2.115 -2.787
H -2.686 -2.320 -5.193
H -1.804 -0.940 -5.651
H -2.916 -0.746 -4.373
H 0.585 -2.756 -3.834
C 2.593 5.020 0.356
C 1.469 5.665 -0.396
C 1.296 4.950 -1.733
O 0.317 5.516 0.338
H 2.621 5.485 1.341
H 3.535 5.213 -0.157
H 2.382 3.954 0.437
H 1.669 6.720 -0.583
H 0.951 3.926 -1.587
H 2.237 4.908 -2.281
H 0.532 5.395 -2.371
H -0.235 4.842 -0.065
C -4.931 0.331 -1.081
C -4.553 0.775 0.379
C -4.265 -0.377 1.292
O -3.392 1.570 0.327
H -4.175 -0.298 -1.551
H -5.066 1.292 -1.579
H -5.864 -0.224 -0.981
H -5.360 1.361 0.818
H -5.097 -1.072 1.409
H -4.034 -0.022 2.296
H -3.418 -1.005 1.016
H -3.527 2.173 1.062
C -2.434 3.022 -2.928
C -2.312 4.040 -1.772
C -3.640 4.609 -1.246
O -1.589 3.471 -0.650
H -2.820 3.514 -3.821
H -3.087 2.174 -2.719
H -1.460 2.565 -3.100
H -1.713 4.855 -2.179
H -4.161 3.850 -0.664
H -4.256 4.899 -2.097
H -3.433 5.501 -0.654
H -2.162 2.781 -0.308
C 4.558 0.021 -0.652
C 4.382 -1.251 -1.474
C 5.057 -2.445 -0.781
O 2.983 -1.503 -1.465
H 5.599 0.185 -0.374
H 3.967 -0.001 0.264
H 4.110 0.806 -1.261
H 4.858 -1.052 -2.434
H 4.835 -3.473 -1.066
H 5.084 -2.386 0.307
H 6.103 -2.365 -1.076
H 2.839 -1.962 -2.296
C -1.819 -1.085 5.363
C -0.882 -1.549 4.239
C 0.520 -1.023 4.475
O -0.809 -2.949 4.323
H -1.486 -1.414 6.347
H -2.826 -1.422 5.117
H -1.828 0.004 5.414
H -1.414 -1.376 3.303
H 0.351 0.052 4.522
H 1.232 -1.303 3.698
H 1.045 -1.352 5.371
H -0.148 -3.281 3.711
C 0.588 0.691 -0.283
C 0.414 -0.522 0.665
C -0.400 -1.620 -0.012
O 1.618 -1.143 0.961
H -0.345 1.059 -0.712
H 1.343 0.512 -1.049
H 1.039 1.510 0.277
H -0.130 -0.250 1.570
H -1.392 -1.374 -0.390
H -0.540 -2.429 0.706
H 0.222 -2.088 -0.775
H 2.027 -1.193 0.094
*
```

Properties
Kohn-Sham gap: 9.4 eV
SMILES: CC(C)O.CC(C)O.CC(C)O.CC(C)O.CC(C)O.CC(C)O.CC(C)O.CC(C)O
lowest unoccupied orbital energy: 0.0080 Eh

Table of Löwdin atomic charges, one value per atom, all in e: -0.059, -0.421, -0.056, -0.088, 0.083, 0.090, 0.065, 0.133, 0.073, 0.079, 0.086, 0.047, -0.041, -0.455, -0.053, -0.049, 0.054, 0.083, 0.049, 0.116, 0.076, 0.074, 0.068, 0.072, -0.061, -0.536, -0.058, -0.034, 0.082, 0.079, 0.076, 0.136, 0.071, 0.080, 0.072, 0.041, -0.021, -0.476, -0.060, -0.073, 0.074, 0.066, 0.079, 0.139, 0.085, 0.078, 0.071, 0.104, -0.038, -0.434, -0.036, -0.086, 0.081, 0.058, 0.063, 0.117, 0.063, 0.079, 0.083, 0.030, -0.045, -0.454, -0.062, -0.076, 0.089, 0.077, 0.083, 0.140, 0.077, 0.076, 0.075, 0.098, -0.057, -0.501, -0.049, -0.070, 0.083, 0.074, 0.071, 0.121, 0.079, 0.058, 0.090, 0.024, -0.024, -0.462, -0.045, -0.063, 0.065, 0.058, 0.074, 0.127, 0.066, 0.074, 0.074, 0.031

---

Which of them is the most stable, and which is the least stable? entry two and entry one, in that order.

---

Entry one
Here is a 2-piece molecular cluster, C3H10S2 overall from OMol25. Energies are from ωB97M-V with the def2-TZVPD basis set.

Geometry as ORCA input:
```
! RIJCOSX wB97M-V def2-TZVPD def2/J DEFGRID3
* xyz 0 1
C 1.120 -0.224 -1.232
S 1.418 1.449 -0.407
C 2.434 0.659 0.963
H 0.701 -0.905 -0.442
H 2.148 -0.513 -1.529
H 0.416 -0.270 -2.082
H 2.480 -0.409 0.938
H 3.363 1.150 1.186
H 1.798 0.783 1.873
C -2.368 0.143 0.244
S -3.411 -0.907 -0.911
H -2.107 -0.498 1.158
H -1.399 0.541 -0.245
H -2.962 0.942 0.519
H -3.632 -1.942 -0.035
*
```

Properties
Kohn-Sham gap: 9.5 eV
SMILES: CSC.CS
lowest unoccupied orbital energy: 0.0313 Eh

Table of natural (NBO) atomic charges, one value per atom, all in e: -0.721, 0.128, -0.728, 0.211, 0.221, 0.234, 0.222, 0.224, 0.216, -0.708, -0.087, 0.224, 0.230, 0.207, 0.130

---

Entry two
Here is a 2-piece molecular cluster, C3H10S2 overall from OMol25. Energies are from ωB97M-V with the def2-TZVPD basis set.

Geometry as ORCA input:
```
! RIJCOSX wB97M-V def2-TZVPD def2/J DEFGRID3
* xyz 0 1
C 1.185 3.799 -0.079
S 0.312 3.596 -1.543
S -1.395 2.487 -1.405
H 0.724 3.575 0.879
H 1.437 4.845 0.126
H 2.099 3.206 0.044
H -1.452 1.118 -1.033
C -0.666 -2.858 1.046
C -0.083 -2.786 -0.359
H -1.109 -3.859 1.354
H -1.385 -2.061 1.286
H 0.202 -2.701 1.788
H 0.704 -2.075 -0.465
H 0.310 -3.801 -0.648
H -0.884 -2.487 -0.991
*
```

Properties
Kohn-Sham gap: 8.9 eV
SMILES: CSS.CC
lowest unoccupied orbital energy: 0.0088 Eh

Table of natural (NBO) atomic charges, one value per atom, all in e: -0.840, 0.175, -0.193, 0.250, 0.244, 0.225, 0.139, -0.611, -0.611, 0.209, 0.203, 0.197, 0.205, 0.206, 0.201

---

Which of them is the most stable, and which is the least stable? entry one and entry two, in that order.